A 10-piece molecular cluster, C17H45N19O13 overall at a distorted geometry. Source: OMol25; level of theory: ωB97M-V/def2-TZVPD.

Structure (XYZ):
```
94
Properties=species:S:1:pos:R:3:forces:R:3
N -0.120 4.454 4.590 1.0 1.7 1.0
O -1.174 3.566 4.405 -0.1 -1.9 -1.2
C -0.766 2.248 4.440 0.2 -1.5 -0.1
O -0.207 1.722 5.353 -0.2 0.9 0.3
O -1.074 1.422 3.347 0.2 1.3 -0.3
C -0.190 1.722 2.250 0.2 0.0 0.1
O -0.917 1.816 0.999 1.3 2.0 1.2
C -0.549 3.092 0.480 -0.1 2.3 -1.7
C 0.819 3.284 -0.017 -1.8 0.6 0.2
C 1.285 4.566 -0.523 -2.2 -0.6 0.9
C 0.341 5.675 -0.530 -0.5 -1.8 0.6
C -1.032 5.475 -0.068 1.0 -1.4 0.2
C -1.523 4.185 0.446 2.5 0.4 -0.8
H 0.630 4.062 5.162 -0.3 -0.3 -0.3
H 0.213 4.846 3.709 -0.2 -0.7 0.0
H 0.296 2.704 2.512 -0.3 -1.0 -0.7
H 0.574 0.912 2.094 -0.9 0.5 0.6
H 1.479 2.391 0.045 -0.5 1.1 -0.3
H 2.344 4.632 -0.861 -1.1 0.1 0.3
H 0.672 6.679 -0.881 -0.4 -0.9 0.3
H -1.731 6.339 -0.096 0.6 -0.8 0.0
H -2.580 4.071 0.784 1.1 0.0 -0.3
C 4.173 2.601 1.457 -0.2 -0.4 -0.1
O 3.496 2.976 0.511 0.6 0.0 0.1
N 5.504 2.884 1.567 0.3 0.4 0.0
N 3.659 1.874 2.479 -0.1 -0.1 -0.1
H 6.077 2.585 2.335 0.0 -0.1 -0.1
H 5.921 3.422 0.827 0.0 -0.1 0.1
H 2.682 1.646 2.435 0.1 0.0 0.1
H 4.195 1.559 3.267 -0.1 0.0 0.1
C -0.471 -2.433 7.376 0.1 -0.2 -0.2
O -0.272 -3.602 7.661 0.0 0.1 0.1
N -0.388 -1.961 6.104 0.0 -0.1 -0.4
N -0.796 -1.494 8.312 -0.1 0.2 0.5
H -0.548 -1.002 5.852 0.1 0.0 0.0
H -0.150 -2.621 5.383 0.0 0.1 0.0
H -0.867 -1.804 9.265 0.0 0.0 -0.1
H -0.963 -0.529 8.100 0.0 -0.1 -0.1
C -2.672 -1.537 -0.527 0.0 0.2 -0.4
O -2.677 -2.348 -1.439 -0.1 0.1 0.0
N -3.641 -1.504 0.434 -0.7 0.0 0.1
N -1.704 -0.596 -0.385 0.0 0.2 -0.1
H -3.655 -0.845 1.192 0.2 -0.1 0.0
H -4.377 -2.185 0.365 0.2 -0.1 0.1
H -0.970 -0.586 -1.072 0.0 0.0 0.1
H -1.684 0.080 0.360 0.1 0.1 -0.1
C 0.823 -3.293 1.093 -0.4 0.2 -0.1
O 0.645 -2.783 2.195 0.1 0.0 0.1
N -0.031 -3.121 0.058 0.0 0.1 0.1
N 1.902 -4.081 0.818 0.6 -0.2 0.2
H 0.101 -3.532 -0.853 -0.2 -0.2 -0.1
H -0.839 -2.548 0.223 0.3 -0.2 0.0
H 2.560 -4.233 1.561 -0.1 0.0 -0.1
H 2.066 -4.507 -0.075 -0.2 0.0 0.0
C 0.037 -5.094 -3.667 -0.5 -0.2 -0.3
O -0.138 -4.585 -2.566 0.4 0.0 0.2
N -0.835 -4.926 -4.686 0.6 -0.5 1.0
N 1.123 -5.868 -3.958 0.5 -0.1 0.1
H -0.717 -5.330 -5.596 -0.1 0.1 0.0
H -1.643 -4.364 -4.508 0.1 -0.1 -0.2
H 1.793 -6.013 -3.223 0.0 0.0 -0.1
H 1.283 -6.293 -4.854 -0.1 -0.2 0.1
C -6.080 1.948 -0.683 -0.1 0.2 0.0
O -6.798 2.931 -0.626 0.1 0.0 0.0
N -6.178 0.912 0.197 -0.1 -0.3 0.4
N -5.114 1.797 -1.633 0.3 0.1 -0.4
H -5.594 0.096 0.164 0.0 0.1 -0.1
H -6.878 0.984 0.914 0.0 0.0 -0.1
H -5.009 2.540 -2.301 0.0 -0.1 0.1
H -4.512 0.996 -1.696 0.0 0.0 0.1
C 2.380 -5.374 -7.785 0.0 -0.1 0.0
O 1.981 -6.525 -7.690 0.0 0.0 0.1
N 3.160 -4.951 -8.818 0.2 -0.1 -0.4
N 2.077 -4.422 -6.865 -0.1 0.1 0.3
H 3.497 -4.011 -8.914 0.0 0.0 0.0
H 3.403 -5.630 -9.517 0.0 0.1 0.1
H 1.502 -4.704 -6.090 0.1 0.3 0.0
H 2.391 -3.471 -6.918 0.0 0.0 0.0
C 3.450 4.335 5.126 0.1 0.0 0.1
O 3.048 3.182 5.200 -0.1 0.1 0.0
N 4.252 4.776 4.120 0.2 -0.1 -0.2
N 3.123 5.280 6.051 -0.3 0.1 0.3
H 4.588 5.718 4.047 0.0 0.0 0.0
H 4.515 4.110 3.415 0.0 0.2 0.0
H 2.532 4.993 6.812 0.1 0.0 0.0
H 3.439 6.231 6.013 0.0 0.0 0.0
C -2.147 -2.448 -6.629 -0.1 0.0 0.0
O -1.914 -3.615 -6.350 -0.6 0.7 -0.8
N -2.124 -1.982 -7.909 0.1 -0.1 -0.4
N -2.448 -1.516 -5.685 0.0 0.0 0.4
H -2.312 -1.030 -8.159 0.0 0.0 0.0
H -1.906 -2.644 -8.633 0.0 0.1 0.1
H -2.474 -1.824 -4.726 0.0 0.1 0.0
H -2.642 -0.555 -5.892 0.0 -0.1 0.0
```
Positions in Å, forces in eV/Å.

Energy relative to the best compared isomer or geometry (same formula, charge and spin) (kJ/mol): 0.00
Highest occupied orbital energy (eV): -9.086
HOMO-LUMO gap (eV): 9.2
SMILES: NOC(=O)OCOc1ccccc1.NC(N)=O.NC(N)=O.NC(N)=O.NC(N)=O.NC(N)=O.NC(N)=O.NC(N)=O.NC(N)=O.NC(N)=O
E_LUMO (eV): 0.2
Molecular weight (u): 723.7